{
  "formula": "C32H63NO8",
  "method": "ωB97M-V with the def2-TZVPD basis set",
  "species": ["C", "C", "C", "C", "O", "N", "C", "O", "C", "C", "C", "C", "C", "C", "C", "O", "H", "H", "H", "H", "H", "H", "H", "H", "H", "H", "H", "H", "H", "C", "C", "O", "C", "C", "H", "H", "H", "H", "H", "H", "H", "H", "H", "H", "C", "C", "O", "C", "C", "H", "H", "H", "H", "H", "H", "H", "H", "H", "H", "C", "C", "O", "C", "C", "H", "H", "H", "H", "H", "H", "H", "H", "H", "H", "C", "C", "O", "C", "C", "H", "H", "H", "H", "H", "H", "H", "H", "H", "H", "C", "C", "O", "C", "C", "H", "H", "H", "H", "H", "H", "H", "H", "H", "H"],
  "xyz": [[5.717, -0.146, -2.552], [5.942, -0.443, -4.127], [4.623, -0.279, -5.027], [3.877, 1.140, -4.852], [2.459, 1.046, -4.556], [2.220, 0.899, -3.216], [1.089, 1.743, -2.696], [1.152, 2.824, -2.039], [-0.195, 0.909, -3.129], [-1.680, 1.303, -3.309], [-2.661, 0.163, -3.761], [-2.207, -1.300, -4.066], [-0.690, -1.695, -3.899], [0.251, -0.561, -3.411], [1.815, -0.513, -3.066], [2.451, -1.532, -2.706], [6.503, 0.644, -2.251], [6.007, -1.099, -1.962], [4.672, 0.220, -2.283], [6.776, 0.259, -4.500], [6.346, -1.513, -4.204], [3.940, -1.186, -4.843], [4.960, -0.380, -6.131], [4.475, 1.782, -4.114], [3.968, 1.675, -5.871], [-1.998, 2.377, -3.115], [-3.782, 0.378, -3.886], [-2.930, -2.111, -4.397], [-0.276, -2.731, -4.112], [-0.771, 8.717, -0.664], [-1.660, 8.096, -1.728], [-0.949, 7.309, -2.674], [-0.232, 6.195, -2.156], [-1.112, 5.185, -1.442], [0.003, 9.338, -1.127], [-1.364, 9.338, 0.012], [-0.264, 7.960, -0.064], [-2.146, 8.896, -2.292], [-2.464, 7.508, -1.274], [0.580, 6.539, -1.506], [0.245, 5.707, -3.011], [-1.610, 5.617, -0.572], [-0.516, 4.337, -1.100], [-1.893, 4.816, -2.115], [-1.359, -0.019, 3.400], [-0.686, -0.836, 2.309], [-0.890, -0.315, 1.003], [-0.411, 1.004, 0.768], [1.085, 1.153, 0.982], [-2.436, 0.053, 3.214], [-1.200, -0.483, 4.377], [-0.968, 0.999, 3.447], [-1.110, -1.844, 2.312], [0.384, -0.952, 2.508], [-0.970, 1.722, 1.378], [-0.644, 1.239, -0.275], [1.369, 0.933, 2.013], [1.401, 2.173, 0.751], [1.635, 0.461, 0.336], [-0.133, -8.321, -2.562], [0.258, -7.221, -3.535], [-0.462, -6.010, -3.342], [-0.321, -5.388, -2.071], [1.104, -5.005, -1.745], [-1.204, -8.533, -2.635], [0.424, -9.236, -2.778], [0.074, -8.042, -1.527], [0.036, -7.556, -4.551], [1.335, -7.031, -3.502], [-0.753, -6.024, -1.292], [-0.928, -4.478, -2.097], [1.769, -5.870, -1.696], [1.147, -4.496, -0.779], [1.494, -4.334, -2.515], [-1.790, -5.012, 1.803], [-2.244, -6.095, 2.768], [-2.326, -5.656, 4.117], [-3.225, -4.586, 4.378], [-4.666, -4.903, 4.019], [-0.814, -4.617, 2.104], [-1.710, -5.413, 0.790], [-2.486, -4.172, 1.776], [-1.516, -6.910, 2.749], [-3.199, -6.528, 2.452], [-2.884, -3.675, 3.874], [-3.165, -4.384, 5.452], [-4.787, -5.106, 2.953], [-5.315, -4.062, 4.275], [-5.009, -5.788, 4.561], [-1.210, 3.745, 7.489], [-0.538, 2.927, 6.398], [-0.743, 3.449, 5.091], [-0.264, 4.766, 4.854], [1.233, 4.915, 5.066], [-2.287, 3.817, 7.304], [-1.051, 3.281, 8.466], [-0.819, 4.763, 7.535], [-0.962, 1.920, 6.402], [0.532, 2.811, 6.596], [-0.822, 5.485, 5.464], [-0.498, 5.000, 3.812], [1.524, 4.699, 6.096], [1.550, 5.934, 4.834], [1.780, 4.222, 4.420]],
  "lowdin_charge": [-0.130, -0.254, -0.179, -0.153, -0.103, -0.055, -0.216, 0.072, -0.030, 0.026, -0.040, -0.030, 0.032, -0.003, -0.270, 0.080, 0.073, 0.078, 0.054, 0.104, 0.103, 0.109, 0.111, 0.134, 0.134, 0.095, 0.094, 0.092, 0.101, -0.083, -0.283, -0.162, -0.272, -0.081, 0.082, 0.076, 0.063, 0.117, 0.104, 0.108, 0.118, 0.066, 0.052, 0.075, -0.076, -0.275, -0.157, -0.270, -0.071, 0.085, 0.077, 0.056, 0.101, 0.108, 0.110, 0.097, 0.067, 0.073, 0.079, -0.081, -0.279, -0.167, -0.287, -0.071, 0.082, 0.078, 0.064, 0.118, 0.106, 0.089, 0.112, 0.069, 0.080, 0.072, -0.076, -0.276, -0.160, -0.278, -0.081, 0.083, 0.061, 0.066, 0.119, 0.106, 0.098, 0.119, 0.065, 0.077, 0.082, -0.081, -0.280, -0.172, -0.278, -0.080, 0.084, 0.078, 0.064, 0.114, 0.106, 0.105, 0.117, 0.065, 0.078, 0.081],
  "total_energy_ha": -1913.38106,
  "orbital_gap_ev": 8.507,
  "largest_force_ev_per_a": 5.94
}